(1)
Molecular formula: C38H54I2KN7O10P2S3
Method: DFT, ωB97M-V/def2-TZVPD

Atoms and positions in Å:
1 K -1.0403 -0.2949 -0.4885
2 C -2.2868 -4.8257 -1.2139
3 O -2.2551 -3.9866 -2.3651
4 C -1.6207 -2.8049 -2.1986
5 O -0.8692 -2.5679 -1.2660
6 N -1.8644 -2.0322 -3.2781
7 N -1.3689 -0.7383 -3.5511
8 H -2.8989 -5.6814 -1.4906
9 H -2.7365 -4.3166 -0.3638
10 H -1.2800 -5.1656 -0.9577
11 H -2.6315 -2.3239 -3.8576
12 H -1.9561 -0.0034 -3.1492
13 H -0.4430 -0.6254 -3.1523
14 C 3.7315 0.9623 -3.1375
15 C 3.5555 -0.5034 -3.4454
16 C 4.6690 -1.1050 -4.2697
17 O 3.5402 -1.2414 -2.1742
18 P 2.1397 -1.5977 -1.5263
19 O 1.0947 -0.5732 -1.6460
20 C 2.6032 -1.9114 0.1959
21 P 2.0014 -0.5735 1.2599
22 O 0.5595 -0.2829 1.2271
23 O 2.3873 -0.9738 2.7557
24 C 3.7479 -1.1422 3.2029
25 C 4.0205 -2.6233 3.3735
26 C 3.8849 -0.3747 4.4983
27 O 2.9909 0.5682 0.8380
28 C 2.6881 1.9591 1.2751
29 C 2.0950 2.7022 0.1104
30 C 3.9868 2.5375 1.7794
31 O 1.7316 -2.9636 -2.2125
32 C 2.6088 -4.0827 -2.4492
33 C 2.3163 -4.5503 -3.8581
34 C 2.3259 -5.1516 -1.4129
35 H 3.8370 1.5259 -4.0670
36 H 4.6338 1.1021 -2.5325
37 H 2.8650 1.3748 -2.6134
38 H 2.5960 -0.6596 -3.9440
39 H 5.6320 -0.9417 -3.7777
40 H 4.6966 -0.6290 -5.2518
41 H 4.5265 -2.1790 -4.4086
42 H 3.6911 -1.9445 0.2690
43 H 2.1596 -2.8478 0.5317
44 H 4.4232 -0.7201 2.4532
45 H 3.3210 -3.0478 4.0975
46 H 5.0390 -2.7840 3.7343
47 H 3.9011 -3.1600 2.4313
48 H 3.1845 -0.7756 5.2352
49 H 3.6565 0.6816 4.3554
50 H 4.9002 -0.4653 4.8896
51 H 1.9541 1.8986 2.0827
52 H 2.8391 2.8526 -0.6764
53 H 1.7323 3.6767 0.4477
54 H 1.2543 2.1752 -0.3433
55 H 4.7200 2.5534 0.9693
56 H 4.4009 1.9655 2.6124
57 H 3.8192 3.5644 2.1102
58 H 3.6449 -3.7432 -2.3810
59 H 1.2601 -4.8181 -3.9430
60 H 2.9259 -5.4216 -4.1076
61 H 2.5219 -3.7572 -4.5783
62 H 1.2543 -5.3609 -1.3831
63 H 2.6427 -4.8496 -0.4130
64 H 2.8563 -6.0706 -1.6719
65 I -5.6362 -2.8446 -2.3144
66 C -5.6229 -1.8493 -0.4820
67 C -6.8396 -1.7492 0.2013
68 C -6.9297 -1.0922 1.3981
69 I -8.7997 -1.0109 2.3366
70 C -5.7743 -0.4970 1.9787
71 C -5.7668 0.2055 3.2038
72 C -4.6036 0.7230 3.6947
73 C -3.4169 0.5324 2.9685
74 N -3.3825 -0.1109 1.8253
75 C -4.5332 -0.6108 1.2992
76 C -4.4040 -1.2893 -0.0174
77 O -3.3087 -1.3373 -0.6149
78 H -7.7232 -2.1991 -0.2317
79 H -6.6976 0.3343 3.7413
80 H -4.5853 1.2847 4.6206
81 H -2.4828 0.9551 3.3206
82 S -2.8844 2.6046 -2.4056
83 C -1.8167 3.9546 -2.2953
84 C -2.3267 5.2413 -2.0237
85 C -1.5274 6.3677 -1.8424
86 C -2.1437 7.6463 -1.5483
87 N -2.6403 8.6561 -1.3009
88 C -0.1363 6.2325 -1.9300
89 C 0.3997 4.9881 -2.2506
90 C -0.3767 3.8366 -2.4747
91 S 0.3617 2.3434 -2.9354
92 C 0.7517 7.3563 -1.7088
93 N 1.4777 8.2329 -1.5268
94 H -3.4026 5.3485 -1.9491
95 H 1.4748 4.8977 -2.3526
96 C -3.6025 3.4621 1.0644
97 C -2.2770 3.8329 1.6392
98 N -1.5991 3.1813 2.5645
99 C -0.4286 3.9000 2.7462
100 C -0.3966 4.9771 1.9144
101 N -1.5851 4.9268 1.2261
102 H -3.5018 3.2209 -0.0011
103 H -4.3237 4.2769 1.1686
104 H -3.9894 2.5900 1.5839
105 H 0.3234 3.5849 3.4546
106 H 0.3354 5.7466 1.7351
107 H -1.8331 5.5017 0.4321
108 C -0.1861 -3.5658 1.6618
109 S -1.7088 -2.5872 1.7402
110 C -1.4515 -2.1219 3.4548
111 O -2.8024 -3.6227 1.7606
112 H -0.4012 -4.4848 2.2129
113 H 0.6309 -3.0172 2.1354
114 H 0.0201 -3.7731 0.6101
115 H -0.7009 -1.3272 3.4940
116 H -1.1363 -3.0051 4.0144
117 H -2.4058 -1.7536 3.8251

Cartesian forces (eV/Å) of the 6 atoms listed first:
-1.5671 1.7521 -0.1829
-0.0789 -0.0128 -0.0330
-0.0175 -0.1425 0.0522
0.0913 0.1812 -0.3181
-0.1286 -0.9411 -0.4263
0.0772 0.0819 0.1296

Output
- relative energy (zero: lowest compared OMol25 entry of this formula, charge and spin) (kJ/mol) = 48.40
- lowest unoccupied orbital energy (eV) = 2.95
- orbital gap (eV) = 4.0
- strongest force on any atom (Eh/bohr) = 0.04585
- charge = -2
- total energy (eV) = -154807.1034
- HOMO (eV) = -1.07
- 2S+1 = 1


(2)
Molecular formula: C38H54LaN2OPSb
Method: DFT, ωB97M-V/def2-TZVPD

Atoms and positions in Å:
1 C -1.7646 3.3531 -0.9904
2 N -1.8931 2.5476 0.1364
3 C -3.1251 2.4581 0.7039
4 C -4.2346 3.1986 0.3023
5 C -4.1303 3.9708 -0.8655
6 C -2.8966 4.0463 -1.4868
7 La -0.2231 0.8481 0.8575
8 C -3.2702 1.5189 1.8863
9 N -2.4448 0.2690 1.7712
10 C -3.1895 -0.7516 0.9553
11 C -3.2897 -0.3896 -0.5201
12 C -0.5098 3.4654 -1.6425
13 P 0.9937 2.6219 -1.2259
14 C 2.1578 3.9850 -0.5395
15 C 2.7826 4.7940 -1.6826
16 C 1.5148 1.8644 -2.8996
17 C 2.8838 1.1819 -2.7328
18 C 0.4510 0.8311 -3.3118
19 C 1.5595 2.9152 -4.0136
20 C 1.3095 4.9585 0.2952
21 C 3.2577 3.3472 0.3203
22 C -2.1047 -0.3443 3.0802
23 C -1.2652 0.6018 3.9278
24 H -5.1475 3.1403 0.9091
25 H -4.9987 4.5073 -1.2583
26 H -2.7448 4.6268 -2.3956
27 H -0.4993 4.1718 -2.4884
28 H 0.7417 0.3570 -4.2657
29 H 0.3410 0.0302 -2.5657
30 H -0.5240 1.3126 -3.4632
31 H 1.8674 2.4105 -4.9446
32 H 0.5702 3.3563 -4.1820
33 H 2.2754 3.7204 -3.8319
34 H 3.1244 0.5977 -3.6356
35 H 3.6974 1.9060 -2.5859
36 H 2.8699 0.4854 -1.8837
37 H 3.4153 5.5807 -1.2394
38 H 3.4303 4.1904 -2.3294
39 H 2.0171 5.2932 -2.2937
40 H 0.5668 5.4715 -0.3298
41 H 0.7876 4.4526 1.1144
42 H 1.9703 5.7248 0.7321
43 H 3.8765 2.6555 -0.2601
44 H 3.9248 4.1275 0.7137
45 H 2.8270 2.8159 1.1739
46 H -2.9821 2.0812 2.7884
47 H -4.3375 1.2511 1.9876
48 H -2.6582 -1.7091 1.0777
49 H -4.1781 -0.8980 1.4268
50 H -1.5786 -1.2915 2.8652
51 H -3.0322 -0.6280 3.6041
52 H -0.6880 0.0479 4.6775
53 H -0.5010 1.2136 3.3930
54 H -1.9065 1.3157 4.4662
55 H -3.4444 -1.3186 -1.0820
56 H -4.1305 0.2822 -0.7290
57 H -2.3819 0.0934 -0.9355
58 H 0.6640 2.2663 1.8794
59 C 2.0627 2.3283 6.0134
60 H 1.2734 2.2790 6.7743
61 H 2.5256 3.3256 6.0616
62 H 2.8201 1.5817 6.2706
63 O 1.5421 1.9788 4.7295
64 H 1.5033 2.7745 4.1847
65 C 3.6957 -5.3080 -2.8329
66 C 3.2132 -4.1571 -3.4671
67 C 2.3539 -3.2818 -2.7801
68 C 1.9635 -3.5768 -1.4673
69 C 2.5000 -4.6863 -0.8063
70 C 3.3634 -5.5551 -1.4958
71 Sb 0.3265 -2.4110 -0.5485
72 C -1.3304 -3.6871 -1.2723
73 C -2.4711 -3.9946 -0.5221
74 C -3.5452 -4.6804 -1.1084
75 C -3.4819 -5.0851 -2.4488
76 C -2.3247 -4.8163 -3.1902
77 C -1.2610 -4.1186 -2.6031
78 C 0.4714 -2.9701 1.5564
79 C -0.2799 -3.9986 2.1249
80 C -0.1208 -4.3117 3.4839
81 C 0.8341 -3.6359 4.2535
82 C 1.5981 -2.6160 3.6748
83 C 1.4204 -2.2848 2.3267
84 H 4.3402 -6.0022 -3.3764
85 H 3.5034 -3.9398 -4.4960
86 H 1.9820 -2.3875 -3.2932
87 H 2.2462 -4.8944 0.2375
88 H 3.7804 -6.4237 -0.9839
89 H -2.5571 -3.7030 0.5326
90 H -4.4456 -4.8791 -0.5255
91 H -4.3278 -5.5876 -2.9117
92 H -2.2603 -5.1313 -4.2333
93 H -0.3810 -3.9010 -3.2157
94 H -0.9767 -4.5861 1.5250
95 H -0.7351 -5.0902 3.9369
96 H 0.9805 -3.9089 5.3003
97 H 2.3385 -2.0794 4.2731
98 H 2.0572 -1.5103 1.8843

Cartesian forces (eV/Å) of the 6 atoms listed first:
-0.0773 -0.2246 0.6165
-1.5372 0.4261 -0.6754
0.8402 -0.0141 0.0032
0.0324 0.0703 -0.2640
0.0393 -0.0129 0.4945
0.2391 0.0152 -0.3450

Output
- lowest unoccupied orbital energy (alpha / beta) (eV) = -5.52 / -7.20
- orbital gap (alpha / beta) (eV) = 7.8 / 6.1
- strongest force on any atom (Eh/bohr) = 0.04023
- charge = +2
- total energy (eV) = -61980.6274
- HOMO (alpha / beta) (eV) = -13.35 / -13.35
- 2S+1 = 2


(3)
Molecular formula: C38H55N3O21
Method: DFT, ωB97M-V/def2-TZVPD

Atoms and positions in Å:
1 O 0.5915 0.6585 -6.7585
2 N -0.2055 1.5915 -6.6228
3 O -1.2193 1.5468 -5.9430
4 C 0.0200 2.8785 -7.3843
5 C -0.8071 3.9999 -7.1782
6 C -0.4568 5.1859 -7.7604
7 C 0.6413 5.2338 -8.6298
8 C 1.4148 4.1371 -8.8657
9 C 1.0714 2.9693 -8.2556
10 H -1.6945 3.8212 -6.5514
11 H -0.9854 6.1273 -7.6413
12 H 0.8174 6.2347 -9.0856
13 H 2.3084 4.2321 -9.3985
14 H 1.7453 2.0862 -8.2214
15 O -0.4857 -6.9695 2.5098
16 N -0.1331 -6.8108 1.3758
17 O -0.7166 -7.2805 0.3905
18 C 1.1019 -6.0403 1.0863
19 C 1.3328 -5.7455 -0.2386
20 C 2.4364 -4.9922 -0.6206
21 C 3.3475 -4.5532 0.3227
22 C 3.1495 -4.9503 1.7075
23 C 2.0021 -5.6595 2.0661
24 H 0.5234 -6.0056 -0.9101
25 H 2.6237 -4.5964 -1.6026
26 H 4.1722 -3.9363 0.0388
27 H 3.7572 -4.5451 2.4819
28 H 1.7803 -5.8761 3.1370
29 O 0.6124 6.9730 -4.0947
30 N 0.7852 5.8445 -3.6635
31 O 1.3786 4.9070 -4.2236
32 C 0.2238 5.5116 -2.2870
33 C -0.8672 6.2655 -1.8793
34 C -1.5529 5.9943 -0.7091
35 C -1.1287 4.9062 0.0302
36 C 0.0501 4.1680 -0.2304
37 C 0.7027 4.5105 -1.4397
38 H -1.1935 7.1609 -2.4197
39 H -2.4296 6.5317 -0.4194
40 H -1.6647 4.7484 0.9176
41 H 0.5177 3.3788 0.3801
42 H 1.5275 3.8633 -1.7624
43 C 0.7584 -2.1006 8.4298
44 C -0.5081 -1.9121 7.5966
45 O -0.5771 -0.6544 7.0056
46 C 0.1165 -0.4766 5.8854
47 O 0.5260 -1.4386 5.2011
48 O 0.1529 0.7951 5.5714
49 C 0.8816 1.1776 4.3516
50 H 0.6885 -3.1497 8.7487
51 H 0.7461 -1.5082 9.3402
52 H 1.6211 -1.8254 7.8887
53 H -1.3653 -2.0812 8.2861
54 H -0.5988 -2.6330 6.7599
55 H 0.1321 1.4407 3.6183
56 H 1.4986 0.3969 4.0468
57 H 1.4803 2.0651 4.5500
58 C -3.3518 -4.3471 -1.2948
59 C -2.2003 -3.4523 -1.7992
60 O -2.6213 -2.1166 -2.1116
61 C -2.6543 -1.2919 -1.0320
62 O -2.0525 -1.4390 0.0042
63 O -3.3508 -0.2179 -1.3317
64 C -3.5278 0.8299 -0.2766
65 H -3.1033 -5.3496 -1.6145
66 H -4.2724 -4.0856 -1.8069
67 H -3.4987 -4.2078 -0.2811
68 H -1.8083 -3.8352 -2.7335
69 H -1.3690 -3.3992 -1.0365
70 H -2.9303 1.7773 -0.5656
71 H -3.0629 0.3969 0.6187
72 H -4.6302 0.9899 -0.1674
73 C 4.7384 0.0880 -0.3320
74 C 3.4653 0.6221 -0.8345
75 O 3.5655 1.5118 -1.9857
76 C 3.7167 2.7987 -1.6541
77 O 3.5035 3.2524 -0.5333
78 O 4.0599 3.5002 -2.7388
79 C 4.3734 4.9193 -2.4396
80 H 5.3392 0.8741 0.0169
81 H 5.3371 -0.4890 -1.0633
82 H 4.4262 -0.3956 0.5849
83 H 2.8756 1.0940 -0.0250
84 H 2.9097 -0.2292 -1.2294
85 H 5.3619 4.9347 -2.0018
86 H 3.5876 5.1829 -1.7053
87 H 4.3545 5.4489 -3.4414
88 C -0.1997 -2.9065 2.0853
89 C 0.9039 -1.9539 1.6373
90 O 0.6045 -1.3211 0.3931
91 C 0.0917 -0.0653 0.3753
92 O -0.1207 0.5632 1.3844
93 O -0.0182 0.4257 -0.8359
94 C 0.1232 -0.4510 -1.9838
95 H -1.2189 -2.5741 2.1144
96 H 0.0334 -3.3921 3.0719
97 H -0.2188 -3.7906 1.3929
98 H 1.8225 -2.4744 1.4396
99 H 1.1696 -1.1982 2.3998
100 H 1.1169 -0.3897 -2.4072
101 H -0.6995 -0.0899 -2.6388
102 H -0.0093 -1.4975 -1.6891
103 C -3.4177 1.4500 4.0479
104 C -2.8878 0.0649 3.5565
105 O -3.7165 -0.5531 2.5353
106 C -3.9483 -1.8348 2.3134
107 O -4.6882 -2.1642 1.4368
108 O -3.3255 -2.6346 3.1679
109 C -3.4662 -4.0542 3.0285
110 H -3.6534 2.1777 3.2294
111 H -2.7400 1.7984 4.7762
112 H -4.3094 1.5240 4.6463
113 H -2.7745 -0.5994 4.4459
114 H -1.9000 0.1469 3.0671
115 H -4.1412 -4.2381 2.1780
116 H -3.7931 -4.4723 3.9347
117 H -2.4466 -4.4610 2.7800

Cartesian forces (eV/Å) of the 6 atoms listed first:
-0.8370 1.3961 0.1465
-0.1943 -0.2209 -0.5159
0.7331 -0.0335 -0.2343
-0.5509 0.6162 0.0057
-0.6556 -1.7521 1.1304
0.3068 0.4772 -0.9456

Output
- relative energy (zero: lowest compared OMol25 entry of this formula, charge and spin) (kJ/mol) = 0.00
- lowest unoccupied orbital energy (eV) = -0.67
- orbital gap (eV) = 9.1
- strongest force on any atom (Eh/bohr) = 0.07045
- total energy (eV) = -87755.9674
- HOMO (eV) = -9.81
- 2S+1 = 1


(4)
Molecular formula: C38H56BrIN5O13
Method: DFT, ωB97M-V/def2-TZVPD

Atoms and positions in Å:
1 C -0.7513 4.6409 5.2544
2 C 0.5412 4.2648 4.3294
3 N 0.1648 3.0664 3.5300
4 C 1.2897 2.3215 2.9642
5 C 2.3321 1.7246 4.0330
6 C 1.8518 1.4818 5.5217
7 O 2.7849 1.4549 6.3816
8 I -0.1180 1.1753 6.3490
9 N 2.1760 3.1789 2.0459
10 C 1.6022 3.5531 0.7299
11 Br 1.3590 5.5584 0.7757
12 C 2.7085 3.1419 -0.3981
13 C 2.5562 3.9397 -1.7805
14 C 2.8608 2.8884 -2.9717
15 C 1.5561 2.4509 -3.8082
16 C 1.5518 0.8503 -4.0912
17 O 0.8590 0.0987 -3.0580
18 C 0.6169 -1.2566 -3.4841
19 C 1.0916 -2.5052 -2.5698
20 O 0.0044 -1.5506 -4.5383
21 C 0.1993 2.8436 0.2912
22 O -0.7735 3.9101 0.2690
23 C -1.3289 4.1424 -1.0464
24 C -2.5330 3.1685 -1.4667
25 O -3.2722 3.7743 -2.5788
26 C -4.4309 4.4763 -2.0335
27 C -5.7128 3.5159 -1.8921
28 N -0.1647 1.6252 1.0227
29 C -1.5581 1.3531 1.2843
30 C -1.9842 0.0887 0.3336
31 O -1.0601 -0.5661 -0.2319
32 O -3.3397 -0.3185 0.1345
33 C -3.6272 -1.2827 1.1829
34 C -2.8215 -2.6660 1.3475
35 O -4.5281 -0.9650 2.0031
36 C 0.8364 1.0997 1.9638
37 C 0.5419 -0.2842 2.6825
38 C 1.7405 -1.3463 2.3313
39 C 1.7767 -2.5988 3.3356
40 O 1.9900 -3.7943 2.5075
41 H -1.1076 5.7188 5.0864
42 H -1.6343 3.9671 4.9292
43 H -0.5324 4.4584 6.3569
44 H 1.4531 4.1374 5.0022
45 H 0.7122 5.2057 3.6738
46 H -0.5311 3.3878 2.8480
47 H 3.2029 2.4887 4.1092
48 H 2.8570 0.7549 3.6803
49 H 2.5492 4.0247 2.5110
50 H 3.0154 2.5768 1.8737
51 H 2.6389 1.9942 -0.5451
52 H 3.7885 3.3216 -0.0210
53 H 3.4057 4.7241 -1.8106
54 H 1.5844 4.5183 -1.9094
55 H 3.3351 1.9108 -2.5725
56 H 3.6184 3.3046 -3.7304
57 H 0.5842 2.7770 -3.3024
58 H 1.6533 2.9255 -4.8578
59 H 2.6524 0.4940 -4.1262
60 H 1.1446 0.6404 -5.1531
61 H 2.1873 -2.4249 -2.2567
62 H 1.0058 -3.4847 -3.1756
63 H 0.4335 -2.6286 -1.6394
64 H 0.3520 2.5405 -0.8195
65 H -0.5753 4.1447 -1.9032
66 H -1.7758 5.2102 -1.0202
67 H -3.3093 3.0371 -0.6188
68 H -2.0786 2.1670 -1.7724
69 H -4.1567 5.0238 -1.0518
70 H -4.7251 5.2966 -2.7912
71 H -5.7505 2.9189 -0.9193
72 H -6.6713 4.1492 -1.9240
73 H -5.7488 2.8297 -2.8063
74 H -1.8253 0.9888 2.3525
75 H -2.3381 2.1471 1.0498
76 H -2.1657 -2.5552 2.2856
77 H -2.1074 -2.8705 0.4654
78 H -3.5269 -3.5766 1.4784
79 H 1.7924 0.8985 1.3315
80 H 0.4945 -0.2706 3.8207
81 H -0.4051 -0.8384 2.3355
82 H 2.7566 -0.8171 2.2187
83 H 1.4928 -1.7604 1.2804
84 H 2.6595 -2.4961 4.0509
85 H 0.8017 -2.7196 3.9194
86 H 1.1324 -4.2535 2.3794
87 C -7.4089 -8.3130 3.3799
88 C -7.1566 -7.9743 2.0536
89 C -6.0366 -7.2168 1.7292
90 C -5.1719 -6.8069 2.7430
91 C -5.4230 -7.1364 4.0738
92 C -6.5471 -7.8919 4.3887
93 N -3.9781 -6.0308 2.4038
94 O -3.7984 -5.7429 1.2262
95 O -3.2238 -5.7157 3.3134
96 H -8.2815 -8.9094 3.6287
97 H -7.8326 -8.3041 1.2718
98 H -5.8513 -6.9597 0.6922
99 H -4.7578 -6.8173 4.8686
100 H -6.7506 -8.1565 5.4209
101 C 5.7187 -3.6593 -7.1402
102 C 4.5990 -2.8946 -6.8254
103 C 4.7416 -1.7171 -6.0995
104 C 6.0135 -1.3119 -5.6970
105 C 7.1375 -2.0770 -6.0025
106 C 6.9847 -3.2547 -6.7265
107 N 6.1717 -0.0598 -4.9541
108 O 5.1598 0.5773 -4.6868
109 O 7.3029 0.2813 -4.6459
110 H 5.6041 -4.5753 -7.7119
111 H 3.6145 -3.2157 -7.1492
112 H 3.8612 -1.1305 -5.8609
113 H 8.1296 -1.7712 -5.6890
114 H 7.8533 -3.8563 -6.9723

Cartesian forces (eV/Å) of the 6 atoms listed first:
-0.2503 -0.1887 -0.4451
-1.2066 1.7967 0.9490
2.0349 0.0530 -0.2588
-0.9203 -1.9639 0.5515
0.3170 0.8692 -0.1130
4.5444 0.0922 3.2080

Output
- lowest unoccupied orbital energy (eV) = -2.72
- orbital gap (eV) = 8.9
- strongest force on any atom (Eh/bohr) = 0.10819
- charge = +1
- total energy (eV) = -152505.2626
- HOMO (eV) = -11.61
- 2S+1 = 1